(i)
# C2H8N2O2

2 unconnected molecules or ions with the total composition C2H8N2O2 (ωB97M-V with the def2-TZVPD basis set, OMol25).

The geometry in XYZ format:
```
14
Properties=species:S:1:pos:R:3:mulliken_charge:R:1
N 0.676 1.189 -1.143 -0.50
C 0.129 0.896 0.200 -0.08
C -1.246 0.240 0.132 0.43
N -1.493 -0.446 -1.008 -0.33
O -2.075 0.301 1.017 -0.64
H 1.645 0.944 -1.218 0.19
H 0.427 2.109 -1.425 0.20
H 0.763 0.204 0.742 0.02
H -0.026 1.873 0.653 0.28
H -0.829 -0.592 -1.752 0.22
H -2.371 -0.858 -1.185 0.21
O 1.776 -2.216 1.676 -0.64
H 1.169 -2.018 0.953 0.32
H 1.456 -1.628 2.360 0.33
```

Values from the calculation:
HOMO energy in eV: -9.48
Lowest unoccupied orbital energy in hartree: 0.024
Gap between HOMO and LUMO in Eh: 0.3722


(ii)
# C2H8N2O2

2 unconnected molecules or ions with the total composition C2H8N2O2 (ωB97M-V with the def2-TZVPD basis set, OMol25).

The geometry in XYZ format:
```
14
Properties=species:S:1:pos:R:3:mulliken_charge:R:1
O 2.771 1.706 -0.614 -0.41
C 2.456 0.578 -0.819 0.20
O 2.686 -0.450 0.060 -0.46
H 1.996 0.227 -1.758 0.33
H 1.822 -0.659 0.458 0.31
N -1.067 0.194 1.540 -0.56
C -1.458 -0.646 0.422 -0.53
N -1.100 -0.077 -0.877 -0.48
H -1.610 1.048 1.565 0.22
H -0.093 0.480 1.503 0.23
H -2.519 -0.849 0.550 0.36
H -0.921 -1.592 0.542 0.37
H -1.651 0.773 -0.955 0.21
H -1.312 -0.733 -1.620 0.21
```

Values from the calculation:
HOMO energy in eV: -9.94
Lowest unoccupied orbital energy in hartree: 0.025
Gap between HOMO and LUMO in Eh: 0.3906


(iii)
# C2H8N2O2

2 unconnected molecules or ions with the total composition C2H8N2O2 (ωB97M-V with the def2-TZVPD basis set, OMol25).

The geometry in XYZ format:
```
14
Properties=species:S:1:pos:R:3:mulliken_charge:R:1
N -1.715 1.005 -0.470 -0.51
C -1.782 -0.171 0.315 -0.56
C -1.076 -0.015 1.688 0.57
N -0.687 -1.152 2.324 -0.38
O -1.121 1.061 2.248 -0.60
H -1.863 1.767 0.169 0.27
H -0.928 1.075 -1.084 0.23
H -1.337 -1.077 -0.116 0.32
H -2.787 -0.545 0.551 0.22
H -0.405 -1.984 1.840 0.20
H -0.322 -1.076 3.267 0.25
O 4.334 0.308 -3.759 -0.64
H 4.929 1.059 -3.873 0.32
H 4.760 -0.255 -3.100 0.32
```

Values from the calculation:
HOMO energy in eV: -9.10
Lowest unoccupied orbital energy in hartree: 0.028
Gap between HOMO and LUMO in Eh: 0.3625


Most stable structure among those shown: (i). Next: +6.6 kJ/mol.